(1)
The following is a DFT calculation (the ωB97M-V functional and the def2-TZVPD basis) of one molecule with the formula C6H11N at a distorted geometry.

The geometry in XYZ format:
```
18
Properties=species:S:1:pos:R:3:forces:R:3:lowdin_charge:R:1
C 0.440820 1.558377 -1.523739 -0.34 -0.64 -1.10 -0.072
N 1.707087 -0.545399 0.283930 -1.34 -0.06 0.05 0.076
C 0.303852 -0.167486 0.193078 1.25 -1.14 -0.32 -0.264
C -0.209816 0.169469 -1.215138 1.43 2.71 1.27 -0.434
C -1.652008 0.078029 -1.332370 1.03 -1.30 -0.44 0.052
C -0.229398 -0.856352 2.527647 -0.46 0.42 -1.45 0.046
C -0.536840 -0.434720 1.241296 -0.58 -0.60 1.52 -0.199
H 1.530901 1.460945 -1.526084 -0.08 0.11 0.22 0.069
H 0.157313 1.858571 -2.543182 0.03 0.06 0.17 0.073
H 0.116804 2.333159 -0.841209 -0.07 0.08 0.26 0.072
H 2.244720 0.142210 0.797993 0.04 0.21 -0.21 0.092
H 1.685310 -1.372605 0.865487 0.58 -0.16 0.13 0.061
H -1.989011 -0.790624 -1.876273 -0.51 -0.14 0.33 0.043
H -2.264598 0.961321 -1.319518 -0.12 0.18 0.05 0.048
H 0.449491 -0.552733 -1.709004 -0.84 -0.40 -0.60 0.145
H 0.558191 -1.570558 2.743447 0.18 0.37 0.15 0.046
H -0.854503 -0.475914 3.326786 -0.04 -0.51 0.10 0.048
H -1.601240 -0.279961 0.993800 -0.14 0.82 -0.13 0.098
```
Forces are in eV/Å.

Calculated values
- relative energy (zero: lowest compared OMol25 entry of this formula, charge and spin) (eV) = 5.401
- total charge = 0
- HOMO-LUMO gap (Eh) = 0.1915
- HOMO level (eV) = -6.50
- LUMO energy (eV) = -1.29


(2)
The following is a DFT calculation (the ωB97M-V functional and the def2-TZVPD basis) of C18H24F5N3RuSi as an isolated structure at a distorted geometry.

The geometry in XYZ format:
```
52
Properties=species:S:1:pos:R:3:forces:R:3:lowdin_spin:R:1
Ru -0.378478 -0.181103 -0.621700 1.23 0.42 -2.28 1.024
N -1.481968 -1.550021 -2.305802 -0.25 0.75 0.95 0.020
C -0.602889 -2.448964 -3.046417 0.45 -0.38 0.12 0.000
C 0.304022 -3.187860 -2.055992 -0.31 0.19 -0.37 0.000
N 1.037924 -2.260302 -1.188479 -0.60 0.18 1.33 0.000
C 2.374471 -1.854902 -1.629312 0.09 0.47 -0.32 0.000
C 2.341865 -0.550041 -2.429677 0.24 -0.53 0.05 0.001
N 1.759958 0.505627 -1.604924 -0.66 0.00 0.55 0.028
H -2.166752 -2.089219 -1.770091 0.07 0.25 -0.27 0.002
H -1.994064 -0.944377 -2.943873 -0.04 -0.08 0.23 0.001
H -0.007290 -1.852648 -3.740609 -0.08 -0.08 0.02 0.000
H -1.165368 -3.193422 -3.628940 0.11 0.22 0.08 0.000
H 0.983400 -3.844726 -2.614199 -0.05 0.05 0.14 0.000
H -0.329909 -3.814104 -1.419043 0.12 0.03 -0.05 0.000
H 1.121280 -2.688502 -0.268798 0.07 0.00 -0.27 -0.001
H 2.853675 -2.637878 -2.230692 -0.05 0.04 0.13 0.000
H 2.983500 -1.685033 -0.735980 -0.02 -0.09 -0.08 0.000
H 1.728721 -0.662986 -3.325716 0.09 0.03 0.04 0.000
H 3.367126 -0.312774 -2.745734 -0.20 0.00 -0.01 0.001
H 1.621201 1.350040 -2.155035 -0.05 0.01 0.24 0.002
H 2.389335 0.737955 -0.836070 -0.14 0.10 -0.12 0.001
C -2.308805 -0.034253 2.452455 0.62 -0.36 -0.78 -0.004
Si -0.730281 -0.873288 1.724125 0.38 0.47 0.91 -0.047
C -0.605725 -2.667252 2.441737 -0.02 0.85 -0.86 -0.011
C 0.832922 0.113316 2.325764 -1.26 -0.85 -0.68 -0.008
C 1.069729 1.402482 1.859471 -0.21 0.16 -0.18 0.001
C 2.038917 2.195978 2.447837 0.15 0.13 -0.18 0.001
C 2.789140 1.699480 3.501787 -0.02 -0.01 -0.08 -0.003
C 2.596389 0.397349 3.931079 0.13 -0.16 0.13 0.000
C 1.634204 -0.400024 3.337075 0.06 0.11 0.04 -0.004
H -2.357058 -0.199281 3.526340 0.18 -0.12 0.13 -0.001
H -3.209537 -0.449729 2.011701 -0.18 -0.08 -0.08 0.000
H -2.317161 1.038972 2.278791 0.09 0.10 -0.09 0.000
H -0.886966 -2.646323 3.491993 -0.03 0.13 0.12 -0.002
H 0.398685 -3.076689 2.364690 0.13 -0.02 -0.02 0.000
H -1.283011 -3.348570 1.937694 -0.18 -0.13 -0.08 0.000
H 0.458655 1.800868 1.047548 0.00 0.14 0.17 0.002
H 2.204610 3.199749 2.087473 0.01 0.13 0.00 0.000
H 3.522104 2.323882 3.984880 0.12 0.09 0.06 0.000
H 3.190689 -0.004078 4.738293 0.07 0.02 0.09 0.000
H 1.483492 -1.406880 3.687467 -0.01 -0.20 0.14 0.000
F -3.031925 0.346508 -0.851674 -0.30 0.51 0.14 0.018
C -2.592408 1.644457 -0.977568 0.47 0.06 -0.28 0.003
C -1.220365 1.810509 -1.146680 -0.65 -1.33 1.31 -0.023
C -0.797773 3.133555 -1.248301 0.12 -0.74 -0.02 -0.003
F 0.525832 3.374005 -1.391506 -0.10 0.20 0.07 0.000
C -1.673022 4.214461 -1.206333 -0.02 -0.12 -0.05 -0.001
F -1.218459 5.462510 -1.309499 -0.07 -0.17 -0.01 -0.001
C -3.040476 3.987051 -1.048456 0.16 -0.18 0.07 0.002
F -3.888299 5.008757 -0.999117 0.18 -0.20 -0.04 0.001
C -3.510550 2.679607 -0.929819 -0.07 -0.14 -0.06 -0.001
F -4.813310 2.438112 -0.772166 0.18 0.12 -0.01 0.000
```
Forces are in eV/Å.

Calculated values
- relative energy (zero: lowest compared OMol25 entry of this formula, charge and spin) (eV) = 0.556
- total charge = +1
- HOMO-LUMO gap (spin up / spin down) (Eh) = 0.2712 / 0.2817
- HOMO level (spin up / spin down) (eV) = -11.71 / -11.56
- multiplicity = 2
- LUMO energy (spin up / spin down) (eV) = -4.33 / -3.89


(3)
The following is a DFT calculation (the ωB97M-V functional and the def2-TZVPD basis) of C37H41Cl3Ge3N2O4W as an isolated structure at a distorted geometry.

The geometry in XYZ format:
```
91
Properties=species:S:1:pos:R:3:forces:R:3:lowdin_spin:R:1
W 1.096845 0.550071 -1.051294 -1.50 -0.81 -2.37 0.317
C 0.959477 -2.479615 3.964863 -0.11 -0.05 -0.13 0.000
C 0.585515 -2.902735 2.582024 -0.06 -0.30 0.26 0.000
N 0.627939 -2.167018 1.501108 -0.04 0.22 -0.01 0.000
C 0.186652 -2.967936 0.485708 0.00 0.28 -0.50 0.000
C -0.130230 -4.216146 0.951034 -0.09 -0.32 0.11 0.001
N 0.130664 -4.157985 2.278719 0.10 0.21 0.29 0.000
C -0.626636 -5.506375 0.392149 -0.09 -0.08 -0.28 0.000
O -0.900444 -5.541932 -0.903667 -0.03 -0.26 0.40 0.000
O -0.760845 -6.450025 1.123882 0.00 -0.01 0.08 0.000
C 0.094970 -2.499402 -0.896858 0.06 0.17 -0.01 0.002
O -0.341077 -3.142363 -1.823905 -0.08 0.06 -0.11 0.007
O 0.557009 -1.260089 -1.090889 0.26 -0.05 0.68 0.018
H 1.339916 -1.460116 3.937030 -0.12 -0.07 0.01 0.000
H 1.723736 -3.138807 4.380770 -0.01 0.03 -0.03 0.000
H 0.091950 -2.512132 4.627949 0.02 0.01 -0.04 0.000
H -0.006963 -4.946652 2.896280 0.01 0.00 -0.01 0.000
H -0.729738 -4.670152 -1.320160 0.03 0.14 -0.21 0.000
C -2.701060 -0.712129 2.046001 -0.12 0.02 -0.10 0.001
C -2.288133 -0.189042 0.664926 -0.28 -0.56 -0.02 0.004
Ge -0.682908 0.884916 0.755978 -0.08 0.97 0.72 0.004
C -1.181176 2.777643 0.474363 -0.31 0.04 -0.02 -0.003
C -2.017680 3.282328 1.657143 -0.02 0.02 -0.10 -0.001
C 0.016657 0.980850 2.538950 -0.20 -0.31 0.33 -0.001
C 1.327022 1.091172 2.729933 0.24 0.17 0.43 0.001
Ge 2.443820 0.765615 1.126254 0.46 0.32 1.73 0.054
C 3.537721 -0.868746 1.325080 0.07 -0.39 -0.19 0.028
C 4.089518 -1.278252 2.691877 -0.02 0.04 -0.01 0.005
C 3.602322 2.371550 1.045993 0.31 0.06 -0.35 0.010
C 5.105412 2.121855 1.227451 -0.05 0.04 0.03 0.002
C 1.895465 1.529536 4.053723 -0.14 -0.08 -0.21 0.000
C 3.263510 1.518053 4.308752 -0.04 -0.02 -0.04 0.000
C 3.787930 1.928300 5.528195 0.02 -0.03 -0.05 0.000
C 2.941041 2.373405 6.527758 -0.02 0.01 0.04 0.000
C 1.572103 2.415515 6.290053 -0.02 -0.02 -0.02 0.000
C 1.060339 2.007132 5.069833 -0.04 0.01 0.07 0.000
H -3.536443 -1.412643 1.969014 0.03 0.04 0.02 0.000
H -3.016604 0.101569 2.704007 0.03 -0.04 -0.04 0.000
H -1.873511 -1.225455 2.539319 0.00 -0.02 -0.02 0.000
H -3.068458 0.436534 0.223821 -0.01 -0.05 -0.02 0.000
H -2.123030 -1.022087 -0.025277 -0.07 0.01 0.05 0.000
H -1.737384 2.865414 -0.463365 0.00 0.01 0.01 0.000
H -0.275397 3.368197 0.367490 0.09 0.11 0.03 0.000
H -2.879053 2.636854 1.862148 0.07 0.03 -0.05 0.000
H -2.405472 4.283038 1.456923 0.00 -0.01 0.04 0.000
H -1.420308 3.335822 2.569008 -0.02 0.00 -0.04 0.000
H -0.687017 1.103291 3.365410 0.10 0.01 -0.12 0.000
H 4.361195 -0.758555 0.610713 0.08 0.00 0.06 0.000
H 2.898035 -1.668522 0.949612 0.08 0.03 0.01 -0.001
H 4.934732 -0.660936 2.998661 -0.05 0.00 -0.01 0.000
H 4.447281 -2.310178 2.639185 0.01 0.04 0.03 0.002
H 3.334563 -1.226701 3.480090 0.15 0.03 -0.12 0.000
H 3.215514 3.029464 1.825659 0.01 0.03 0.02 0.001
H 3.431711 2.873207 0.095795 0.04 0.04 -0.01 0.000
H 5.368939 1.929905 2.269591 -0.03 -0.01 -0.06 0.000
H 5.672240 3.001343 0.912340 -0.01 -0.04 0.04 0.001
H 5.465046 1.280655 0.632356 -0.03 0.06 -0.01 0.000
H 3.934297 1.186253 3.535687 0.12 -0.06 -0.07 0.000
H 4.859013 1.900258 5.692990 -0.06 0.00 -0.03 0.000
H 3.340015 2.695975 7.480994 -0.01 -0.01 -0.02 0.000
H 0.899734 2.775537 7.059947 0.03 -0.01 -0.04 0.000
H -0.008044 2.074059 4.907676 0.05 0.02 0.04 0.000
Cl 1.521292 2.585379 -1.787733 0.21 0.44 0.08 0.002
Ge 3.278815 -0.789057 -1.856869 0.84 0.30 -0.25 0.383
Cl 1.889429 -0.253051 -3.613376 -0.03 0.03 0.04 0.036
Cl 4.783458 0.800569 -2.159175 -0.16 -0.31 0.03 0.098
C -0.880230 0.741563 -1.997924 0.96 -0.33 0.20 0.034
C -1.608075 0.553848 -2.955698 -0.71 0.28 -0.22 0.003
C -2.416708 0.353984 -4.073424 -0.02 -0.11 0.10 -0.002
C -1.961470 0.914795 -5.323639 0.05 -0.06 -0.05 -0.001
C -1.170968 2.077861 -5.308750 -0.01 -0.05 -0.07 -0.001
C -0.674941 2.589404 -6.488016 -0.04 -0.04 -0.09 0.000
C -0.924967 1.927024 -7.688795 -0.01 0.00 0.01 -0.001
C -1.680292 0.757943 -7.714916 0.09 0.09 0.00 0.000
C -2.203122 0.252126 -6.542538 -0.02 0.08 0.09 -0.001
C -3.619013 -0.431985 -3.947184 0.03 0.01 -0.01 -0.001
C -3.752376 -1.319067 -2.862079 -0.01 -0.02 -0.06 -0.001
C -4.879531 -2.103258 -2.743348 -0.04 0.03 -0.06 0.000
C -5.903080 -1.987625 -3.682238 0.00 -0.02 0.01 -0.001
C -5.809285 -1.080726 -4.734629 0.01 -0.02 0.09 0.000
C -4.675974 -0.306037 -4.871063 0.06 0.01 0.05 -0.001
H -0.977994 2.577111 -4.368875 0.00 -0.01 0.02 0.000
H -0.087051 3.496688 -6.477905 0.01 -0.01 -0.02 0.000
H -0.512517 2.316821 -8.611408 -0.03 0.00 0.03 0.000
H -1.840785 0.233342 -8.646851 0.01 0.02 0.00 0.000
H -2.744154 -0.683832 -6.553718 0.01 0.01 0.03 0.000
H -2.947547 -1.399252 -2.143637 0.02 -0.02 -0.04 0.000
H -4.967615 -2.806071 -1.925695 -0.01 0.01 -0.02 0.000
H -6.789772 -2.602508 -3.585184 0.03 0.03 0.00 0.000
H -6.627125 -0.971640 -5.434224 0.02 -0.01 0.02 0.000
H -4.620640 0.433062 -5.657904 0.02 0.00 0.00 0.000
```
Forces are in eV/Å.

Calculated values
- relative energy (zero: lowest compared OMol25 entry of this formula, charge and spin) (eV) = 2.460
- total charge = +1
- HOMO-LUMO gap (spin up / spin down) (Eh) = 0.1917 / 0.1923
- HOMO level (spin up / spin down) (eV) = -10.54 / -10.53
- multiplicity = 2
- LUMO energy (spin up / spin down) (eV) = -5.32 / -5.30


(4)
The following is a DFT calculation (the ωB97M-V functional and the def2-TZVPD basis) of C8H4BrEuNO3 as an isolated structure at a distorted geometry.

The geometry in XYZ format:
```
18
Properties=species:S:1:pos:R:3:forces:R:3:lowdin_spin:R:1
O -2.326806 -2.995037 -1.596097 2.53 3.15 1.67 0.001
C -1.684728 -2.152712 -1.146732 -2.79 -3.55 -1.89 -0.003
Eu -0.655316 0.126994 0.116944 -1.72 -0.53 -0.21 7.014
C 0.803309 0.408272 -1.918556 2.40 1.38 -5.89 -0.003
C 1.006684 -1.418012 1.206844 3.15 -4.46 4.00 -0.003
O 1.191662 0.665706 -2.976860 -1.57 -1.18 4.66 0.005
O 1.511385 -2.187978 1.910412 -2.18 3.53 -3.30 0.005
Br -0.475731 3.170965 5.160502 -0.03 0.07 -0.36 0.000
C -0.507757 3.205291 3.279172 0.12 -0.69 0.60 0.000
C -0.693917 4.391141 2.573222 0.00 0.26 0.09 0.000
C -0.707857 4.392822 1.183270 -0.07 0.33 -0.49 0.000
C -0.532663 3.199670 0.506932 0.12 0.14 0.68 0.001
N -0.338852 2.089100 1.228029 0.21 -0.44 0.28 -0.018
C -0.332000 2.012379 2.575751 -0.11 1.53 -0.74 0.001
H -0.825309 5.320236 3.131967 0.03 -0.26 -0.22 0.000
H -0.848458 5.301422 0.607297 -0.02 0.02 0.26 0.000
H -0.524842 3.109388 -0.602961 -0.01 0.20 0.87 0.001
H -0.174608 1.028535 3.038899 -0.06 0.52 -0.01 0.001
```
Forces are in eV/Å.

Calculated values
- total charge = +2
- HOMO-LUMO gap (spin up / spin down) (Eh) = 0.2662 / 0.2717
- HOMO level (spin up / spin down) (eV) = -16.04 / -16.04
- multiplicity = 8
- LUMO energy (spin up / spin down) (eV) = -8.79 / -8.65


Number 1: energy -289.773194 a.u.. Number 2: energy -1747.979811 a.u.. Number 3: energy -9523.209032 a.u.. Number 4: energy -3871.439728 a.u..